19
Properties=species:S:1:pos:R:3:nbo_charge:R:1 method="wB97M-V/def2-TZVPD" e_above_lowest_kj_mol=230.14 charge=+1 spin_multiplicity=2 s_squared=0.75 gap_ev="8.1 / 5.8" total_energy_ev=-30071.65119 homo_ev="-14.33 / -14.33"
C -1.5273 -1.3036 -0.4643 -0.8351
S -2.1132 0.2724 0.2269 0.6619
S -0.8758 2.0681 -0.3673 0.2450
C -0.0286 2.1391 1.2001 -0.8001
H -1.8553 -2.2272 0.0349 0.3072
H -2.1038 -1.3646 -1.4260 0.3076
H -0.4284 -1.2006 -0.7295 0.2936
H -0.2811 1.3438 1.9395 0.2814
H 1.0206 2.0731 0.9153 0.2537
H -0.2991 3.1009 1.7257 0.2766
H 1.4257 -2.0787 2.2871 0.4678
H 2.0136 -0.7881 2.4344 0.4582
O 1.5238 -1.4283 2.9372 -0.9244
H 2.9376 -1.3965 -0.1082 0.4975
H 1.7662 -0.4066 -0.1462 0.4608
O 1.9821 -1.3277 0.0825 -0.9551
H -0.4006 0.7863 -3.9143 0.4720
H -1.3558 1.0566 -2.8758 0.4358
O -1.4006 0.6817 -3.7521 -0.9045